1.
{
  "formula": "H4N2OS2",
  "method": "ωB97M-V with the def2-TZVPD basis set",
  "symbols": ["N", "N", "O", "S", "S", "H", "H", "H", "H"],
  "xyz": [[1.324, -0.830, 0.301], [-0.994, -0.116, -0.393], [0.162, -0.613, 0.821], [2.184, 0.616, -0.178], [-2.337, 0.771, 0.265], [1.570, -1.654, -0.280], [-1.342, -0.966, -0.716], [0.957, 1.061, -0.419], [-1.524, 1.731, 0.599]],
  "lowdin_charge": [-0.532, -0.390, -0.259, 0.735, 0.711, 0.098, -0.016, -0.171, -0.177],
  "de_lowest_kcal_mol": 92.1,
  "orbital_gap_ev": 8.375,
  "total_charge": 0
}

2.
{
  "formula": "H4N2Si",
  "method": "ωB97M-V with the def2-TZVPD basis set",
  "symbols": ["N", "N", "Si", "H", "H", "H", "H"],
  "xyz": [[-0.065, -0.143, -1.133], [-0.956, 0.639, 0.217], [0.573, -0.147, 0.469], [-0.782, -0.941, -1.284], [-0.791, 1.641, -0.072], [0.143, -1.402, 0.936], [1.877, 0.353, 0.867]],
  "mulliken_spin": [1.262, 0.781, 0.008, -0.042, -0.052, 0.029, 0.013],
  "de_lowest_kcal_mol": 70.1,
  "orbital_gap_ev": [6.920, 7.074],
  "s2": 2.01,
  "total_charge": 0,
  "multiplicity": 3
}